{
  "formula": "C10H21NO6P",
  "method": "the ωB97M-V functional and the def2-TZVPD basis",
  "elements": ["C", "C", "O", "O", "C", "C", "C", "N", "C", "C", "C", "C", "O", "C", "O", "P", "O", "O", "H", "H", "H", "H", "H", "H", "H", "H", "H", "H", "H", "H", "H", "H", "H", "H", "H", "H", "H", "H", "H"],
  "positions_angstrom": [[-3.634, 2.235, 2.893], [-3.494, 0.736, 2.708], [-4.273, 0.089, 2.178], [-2.338, 0.207, 3.273], [-1.598, -0.524, 2.310], [-0.134, -0.034, 2.239], [0.377, -0.483, 0.845], [1.881, -0.457, 0.756], [2.359, -1.480, -0.247], [1.996, -1.172, -1.710], [0.713, -1.876, -2.234], [-0.406, -0.911, -2.629], [-0.221, -0.431, -3.978], [-0.546, 0.904, -4.010], [-1.606, 1.295, -3.833], [2.530, 1.272, 0.523], [1.270, 2.220, 0.113], [3.643, 1.307, -0.674], [-3.031, 2.562, 3.741], [-4.673, 2.460, 3.125], [-3.338, 2.719, 1.961], [-1.615, -1.604, 2.500], [-2.002, -0.403, 1.297], [0.479, -0.425, 3.053], [-0.174, 1.058, 2.221], [0.052, -1.521, 0.727], [-0.117, 0.125, 0.092], [2.231, -0.754, 1.669], [3.442, -1.602, -0.147], [1.935, -2.440, 0.059], [1.921, -0.101, -1.926], [2.831, -1.537, -2.311], [0.973, -2.415, -3.149], [0.354, -2.631, -1.529], [-0.379, -0.043, -1.957], [-1.389, -1.369, -2.493], [0.265, 1.630, -4.192], [1.515, 2.883, -0.560], [4.202, 0.513, -0.706]],
  "mulliken_charge": [-1.01, 0.69, -0.41, -0.35, -0.93, -0.03, -1.35, 0.35, -1.27, -0.50, -0.90, -0.46, -0.37, 0.11, -0.36, 0.21, -0.35, -0.42, 0.34, 0.35, 0.24, 0.26, 0.49, 0.35, 0.30, 0.66, 0.29, 0.52, 0.49, 0.51, 0.59, 0.35, 0.47, 0.47, 0.18, 0.41, 0.40, 0.34, 0.35],
  "e_tot_ha": -1240.91374,
  "charge": 1,
  "smiles": "CC(=O)OCCC[N@@H+](CCCCOC=O)P(O)O",
  "lumo_energy_ev": -3.155,
  "homo_lumo_gap_ha": 0.3657,
  "homo_ev": -13.11
}